# C25H30F4N2P

A 2-piece molecular cluster, C25H30F4N2P overall (ωB97M-V with the def2-TZVPD basis set, the OMol25 dataset).

- Molar mass: 465.5 g mol⁻¹
- Frontier orbital gap: 5.8 eV
- Energy above the lowest of the compared OMol25 structures with the same formula, charge and spin: 0.0 kcal/mol
- Calculated total energy: -1820.68882 hartree
- Net charge: +1

XYZ file:
```
62
C25H30F4N2P, DFT ωB97M-V with the def2-TZVPD basis set
F 4.605 -4.162 -3.732
C 4.609 -2.951 -3.088
C 5.814 -2.365 -2.733
C 5.764 -1.130 -2.096
F 6.948 -0.541 -1.743
C 4.578 -0.469 -1.807
C 3.364 -1.075 -2.230
C 2.078 -0.428 -2.054
C 0.899 -1.029 -2.373
C -0.351 -0.179 -2.470
C -1.629 -0.784 -3.022
C -2.564 0.021 -3.698
C -3.711 -0.591 -4.200
F -4.651 0.162 -4.871
C -4.044 -1.923 -3.975
C -3.113 -2.650 -3.243
F -3.414 -3.961 -2.955
C -1.953 -2.104 -2.699
C 3.382 -2.357 -2.835
H 6.751 -2.829 -3.004
H 4.563 0.489 -1.292
H 2.063 0.592 -1.631
H 0.840 -2.111 -2.541
H -0.133 0.761 -2.996
H -2.414 1.089 -3.824
H -4.964 -2.373 -4.337
H -1.307 -2.673 -2.035
H 2.462 -2.870 -3.131
C -2.620 3.932 1.188
C -2.791 2.683 2.036
C -3.383 2.983 3.419
C -3.694 1.733 1.216
N -1.472 2.050 2.308
P -1.385 0.603 3.304
H -0.496 0.169 -1.487
N 0.275 0.600 2.718
C 1.154 -0.570 2.994
C 2.551 -0.337 2.444
C 0.623 -1.829 2.265
C 1.136 -0.738 4.515
C 0.753 1.862 2.459
C -0.274 2.710 2.220
H -2.234 3.711 0.185
H -3.602 4.405 1.053
H -1.960 4.679 1.631
H -3.471 2.056 4.005
H -2.670 3.655 3.912
H -4.371 3.466 3.414
H -3.862 0.727 1.646
H -4.699 2.197 1.108
H -3.297 1.631 0.183
H 3.025 0.562 2.835
H 3.179 -1.190 2.732
H 2.574 -0.269 1.348
H -0.434 -2.101 2.470
H 0.765 -1.722 1.165
H 1.239 -2.704 2.575
H 0.109 -0.883 4.871
H 1.741 -1.569 4.901
H 1.526 0.198 4.922
H 1.812 2.038 2.272
H -0.220 3.703 1.788
```

Here are the Löwdin charges for atoms 1 to 2, given in e:
1 F 0.05
2 C -0.24

# C25H30F6NO7

A 3-piece molecular cluster, C25H30F6NO7 overall (ωB97M-V with the def2-TZVPD basis set, the OMol25 dataset).

- Molar mass: 570.5 g mol⁻¹
- Frontier orbital gap: 5.7 eV
- Calculated total energy: -2150.34306 hartree
- Net charge: +1

XYZ file:
```
69
C25H30F6NO7, DFT ωB97M-V with the def2-TZVPD basis set
C -2.502 5.728 3.333
C -3.223 4.672 4.360
C -3.430 3.156 3.771
O -4.111 3.097 2.454
C -3.619 1.798 1.885
C -4.342 0.353 2.167
N -3.828 -0.951 1.577
C -2.563 -1.059 0.700
C -2.061 -2.532 0.086
C -0.662 -2.377 -0.801
C -0.588 -1.538 -2.244
C 0.809 -1.355 -3.084
C 2.167 -2.048 -2.434
C 2.094 -2.924 -1.025
C 3.447 -3.656 -0.406
C 0.678 -3.101 -0.188
C -1.723 0.352 0.391
C -2.254 1.829 0.965
C -1.388 3.173 0.571
O -1.867 4.156 -0.229
O 0.002 3.318 1.062
H -1.989 5.125 2.472
H -1.636 6.375 3.838
H -3.329 6.406 2.837
H -2.506 4.584 5.305
H -4.273 5.112 4.633
H -4.054 2.439 4.486
H -2.368 2.646 3.666
H -5.292 0.341 2.852
H -4.372 -1.825 1.815
H -2.900 -2.958 -0.614
H -1.883 -3.246 1.026
H -1.601 -1.060 -2.597
H 0.793 -0.724 -4.080
H 3.174 -1.891 -3.011
H 4.155 -4.001 -1.288
H 3.999 -2.935 0.333
H 3.099 -4.596 0.218
H 0.682 -3.738 0.811
H -0.724 0.392 -0.236
H 0.591 3.518 0.260
C 1.810 6.752 -0.412
C 2.880 5.675 -0.446
O 3.877 5.971 -1.438
C 4.778 6.949 -1.108
O 4.767 7.559 -0.041
C 5.801 7.148 -2.224
F 5.222 7.280 -3.452
F 6.665 6.097 -2.322
F 6.572 8.258 -2.048
H 1.370 6.886 -1.406
H 1.020 6.491 0.296
H 2.226 7.721 -0.119
H 2.424 4.720 -0.729
H 3.345 5.531 0.536
C 1.324 -9.429 -1.465
C -0.183 -9.524 -1.620
O -0.832 -8.368 -1.066
C -0.761 -7.224 -1.816
O -0.186 -7.151 -2.901
C -1.511 -6.079 -1.140
F -1.178 -5.935 0.175
F -2.862 -6.262 -1.172
F -1.277 -4.870 -1.724
H 1.592 -9.275 -0.415
H 1.809 -10.338 -1.828
H 1.732 -8.579 -2.022
H -0.551 -10.393 -1.063
H -0.478 -9.666 -2.667
```

Here are the Löwdin charges for atoms 1 to 2, given in e:
1 C -0.12
2 C -0.20

# C25H30MoN4O4S

C25H30MoN4O4S as an isolated structure (ωB97M-V with the def2-TZVPD basis set, the OMol25 dataset).

- Molar mass: 578.5 g mol⁻¹
- Frontier orbital gap (spin up / spin down): 7.2 / 7.1 eV
- Energy above the lowest of the compared OMol25 structures with the same formula, charge and spin: 0.0 kcal/mol
- 2S+1: 3
- Calculated total energy: -1956.55273 hartree
- Net charge: +2
- Expectation value of S²: 2.044

XYZ file:
```
65
C25H30MoN4O4S, DFT ωB97M-V with the def2-TZVPD basis set
Mo 0.163 -0.800 -0.625
O -0.069 -4.661 -2.342
C -0.198 -3.568 -1.638
O 0.366 -2.510 -1.930
C -1.053 -3.667 -0.438
C -1.737 -4.729 0.001
C -2.345 -4.620 1.282
C -2.430 -3.360 1.843
C -1.597 -2.377 1.321
N -0.966 -2.510 0.184
C -1.465 -0.925 1.818
O -1.885 -0.502 2.853
O -0.807 -0.149 0.914
H 0.570 -4.564 -3.083
H -1.983 -5.559 -0.665
H -2.883 -5.463 1.698
H -3.023 -3.135 2.694
C 3.799 2.208 3.489
C 2.888 1.035 3.423
C 2.058 0.648 4.452
C 1.203 -0.452 4.225
N 1.229 -1.077 3.058
C 2.023 -0.718 2.084
S 2.230 -1.583 0.613
N 2.852 0.340 2.284
C 0.277 -0.951 5.207
H 4.479 2.239 2.709
H 4.292 2.240 4.442
H 3.193 3.090 3.516
H 2.141 1.220 5.417
H 3.547 0.670 1.609
H -0.581 -1.267 4.708
H 0.015 -0.134 5.877
H 0.621 -1.714 5.945
C -3.830 -0.398 -2.684
C -2.811 0.532 -2.079
C -3.188 1.686 -1.435
C -2.229 2.523 -0.781
C -2.644 3.760 -0.160
C -0.856 2.200 -0.991
C -0.466 1.100 -1.757
C -1.440 0.242 -2.222
N 0.870 0.533 -1.830
C 1.840 1.302 -2.771
C 3.147 0.646 -2.698
C 1.244 1.359 -4.123
C 1.967 2.711 -2.237
H -4.675 -0.671 -1.945
H -3.346 -1.328 -3.037
H -4.342 0.085 -3.569
H -4.234 2.029 -1.372
H -1.829 4.386 0.112
H -3.086 3.465 0.772
H -3.444 4.241 -0.735
H -0.092 2.908 -0.643
H -1.215 -0.635 -2.827
H 2.938 -0.481 -2.916
H 3.723 0.772 -1.760
H 3.735 0.925 -3.579
H 1.090 0.339 -4.538
H 1.893 1.944 -4.812
H 0.214 1.750 -4.060
H 2.150 2.865 -1.118
H 1.126 3.344 -2.494
H 2.865 3.169 -2.656
```

Here are the Löwdin charges for atoms 1 to 2, given in e:
1 Mo 1.57
2 O 0.22

# C25H30N3O2PbS4Sb2

C25H30N3O2PbS4Sb2 as an isolated structure (ωB97M-V with the def2-TZVPD basis set, the OMol25 dataset).

- Molar mass: 983.5 g mol⁻¹
- Frontier orbital gap: 5.4 eV
- Calculated total energy: -3551.47635 hartree
- Net charge: -1

XYZ file:
```
67
C25H30N3O2PbS4Sb2, DFT ωB97M-V with the def2-TZVPD basis set
Pb 1.869 0.288 0.577
O -1.547 0.551 4.309
C -0.873 0.089 5.354
C -1.491 -0.011 6.622
C -0.817 -0.576 7.673
C 0.497 -1.106 7.471
C 1.145 -1.058 6.255
C 0.429 -0.425 5.111
C 0.916 -0.553 3.706
O 0.324 0.010 2.696
N 2.066 -1.263 3.588
N 2.381 -1.377 2.282
C 3.338 -2.220 1.986
C 4.049 -2.329 0.711
C 5.338 -2.943 0.760
C 5.969 -3.281 -0.389
C 5.302 -3.076 -1.593
C 4.089 -2.331 -1.558
N 3.474 -1.989 -0.458
H -0.798 0.446 3.512
H -2.457 0.506 6.650
H -1.246 -0.573 8.704
H 1.043 -1.622 8.292
H 2.168 -1.487 6.106
H 3.629 -2.961 2.753
H 5.767 -3.076 1.766
H 6.910 -3.803 -0.339
H 5.806 -3.265 -2.515
H 3.431 -2.261 -2.461
C -2.820 0.012 0.845
Sb -1.855 -0.630 -0.997
C -2.194 -2.773 -0.862
C -3.391 -0.134 -2.605
C -2.835 0.075 -3.957
C -2.514 -1.047 -4.677
C -2.234 -0.987 -6.055
C -2.128 0.268 -6.578
C -2.210 1.460 -5.792
C -2.512 1.382 -4.435
C -2.527 2.588 -3.593
Sb -0.919 2.569 -1.820
C 0.520 3.714 -2.903
C -2.229 3.991 -0.800
H -3.637 0.678 0.516
H -2.113 0.443 1.488
H -3.326 -0.882 1.372
H -3.243 -3.076 -0.707
H -1.624 -3.340 -0.097
H -1.826 -3.134 -1.797
H -3.963 0.710 -2.126
H -3.957 -1.004 -2.501
H -2.444 -2.045 -4.114
H -2.087 -1.877 -6.644
H -1.985 0.397 -7.657
H -1.987 2.427 -6.210
H -3.594 2.668 -3.117
H -2.275 3.511 -4.142
H 0.970 4.409 -2.141
H 0.122 4.325 -3.760
H 1.280 3.044 -3.388
H -2.854 3.429 -0.113
H -2.920 4.480 -1.467
H -1.629 4.755 -0.202
S 1.104 2.933 1.144
S 2.640 4.083 0.793
S 4.348 2.950 0.184
S 4.136 1.317 1.342
```

Here are the Löwdin charges for atoms 1 to 2, given in e:
1 Pb 0.80
2 O 0.02

# C25H30N4O2

One molecule with the formula C25H30N4O2 (ωB97M-V with the def2-TZVPD basis set, the OMol25 dataset).

- Molar mass: 418.5 g mol⁻¹
- Frontier orbital gap: 8.6 eV
- SMILES: CCn1cc(CN2CCC(C(=O)Nc3cccc(-c4cccc(OC)c4)c3)CC2)cn1
- Energy above the lowest of the compared OMol25 structures with the same formula, charge and spin: 45.2 kcal/mol
- Calculated total energy: -1340.16121 hartree

XYZ file:
```
61
C25H30N4O2, DFT ωB97M-V with the def2-TZVPD basis set
C -1.185 7.359 -0.810
H -0.126 7.605 -0.790
H -1.752 8.268 -0.991
H -1.366 6.665 -1.627
C -1.616 6.730 0.513
N -0.904 5.507 0.767
C 0.345 5.367 1.253
C 0.632 4.018 1.262
C -0.535 3.421 0.751
N -1.442 4.333 0.461
H -0.751 2.384 0.598
C 1.900 3.365 1.707
N 1.654 2.110 2.395
C 0.852 2.234 3.601
C 0.237 0.869 3.928
H -0.068 0.863 4.975
H -0.660 0.721 3.325
C 1.228 -0.280 3.665
C 2.668 0.251 3.676
C 2.892 1.391 2.674
H 3.659 2.074 3.079
H 3.269 0.998 1.724
H 3.360 -0.564 3.459
H 2.884 0.604 4.686
C 0.945 -1.054 2.372
O 0.927 -2.268 2.364
N 0.745 -0.257 1.297
C 0.542 -0.631 -0.031
C 0.720 0.341 -1.016
C 0.519 0.022 -2.344
C 0.140 -1.257 -2.709
C -0.043 -2.238 -1.737
C 0.160 -1.915 -0.399
H 0.011 -2.660 0.364
C -0.444 -3.603 -2.110
C -1.400 -3.800 -3.104
C -1.784 -5.083 -3.466
C -1.201 -6.180 -2.830
C -0.255 -5.984 -1.846
C 0.125 -4.704 -1.480
H 0.874 -4.557 -0.717
H 0.192 -6.837 -1.359
H -1.511 -7.170 -3.126
O -2.715 -5.378 -4.422
C -3.342 -4.316 -5.096
H -2.620 -3.707 -5.650
H -3.904 -3.676 -4.408
H -4.033 -4.780 -5.799
H -1.850 -2.936 -3.567
H 0.008 -1.502 -3.752
H 0.664 0.778 -3.103
H 1.019 1.341 -0.735
H 0.899 0.745 1.468
H 1.143 -1.026 4.461
H 1.458 2.601 4.445
H 0.057 2.961 3.423
H 2.468 4.074 2.338
H 2.522 3.136 0.832
H 0.933 6.210 1.557
H -2.678 6.477 0.479
H -1.437 7.423 1.340
```

Here are the Löwdin charges for atoms 1 to 2, given in e:
1 C -0.08
2 H 0.07

# C25H30N4O2S

One molecule with the formula C25H30N4O2S (ωB97M-V with the def2-TZVPD basis set, the OMol25 dataset).

- Molar mass: 450.6 g mol⁻¹
- Frontier orbital gap: 9.0 eV
- SMILES: CC(C)c1nc(CNC(=O)c2ccc(OC3CCN(Cc4ccccn4)CC3)cc2)cs1
- Energy above the lowest of the compared OMol25 structures with the same formula, charge and spin: 26.7 kcal/mol
- Calculated total energy: -1738.36653 hartree

XYZ file:
```
62
C25H30N4O2S, DFT ωB97M-V with the def2-TZVPD basis set
C -7.446 -2.359 0.916
H -8.071 -3.235 0.761
H -6.405 -2.674 0.927
H -7.688 -1.926 1.885
C -7.688 -1.337 -0.195
C -6.800 -0.156 -0.016
N -5.926 0.243 -0.866
C -5.259 1.356 -0.453
C -5.636 1.817 0.770
S -6.882 0.837 1.431
H -5.257 2.661 1.308
C -4.175 1.926 -1.315
N -2.986 1.106 -1.244
C -1.885 1.488 -0.553
O -1.773 2.600 -0.067
C -0.800 0.472 -0.480
C 0.509 0.927 -0.377
C 1.575 0.054 -0.298
C 1.354 -1.321 -0.300
C 0.033 -1.780 -0.381
C -1.025 -0.904 -0.473
H -2.029 -1.302 -0.504
H -0.132 -2.846 -0.365
O 2.278 -2.307 -0.231
C 3.673 -2.102 -0.033
C 4.399 -1.419 -1.194
C 5.909 -1.463 -0.915
N 6.300 -0.903 0.359
C 5.559 -1.472 1.460
C 4.031 -1.428 1.292
H 3.552 -1.960 2.116
H 3.685 -0.395 1.311
H 5.848 -0.959 2.380
H 5.866 -2.522 1.547
C 6.569 0.520 0.408
C 5.392 1.470 0.338
N 4.971 1.808 -0.875
C 3.963 2.655 -0.991
C 3.312 3.220 0.095
C 3.737 2.862 1.365
C 4.794 1.976 1.490
H 5.157 1.684 2.465
H 3.255 3.270 2.241
H 2.500 3.915 -0.048
H 3.668 2.887 -2.006
H 7.229 0.746 -0.433
H 7.114 0.709 1.339
H 6.442 -0.933 -1.705
H 6.238 -2.510 -0.918
H 4.089 -0.384 -1.313
H 4.180 -1.947 -2.123
H 4.037 -3.140 0.016
H 2.567 0.464 -0.238
H 0.683 1.992 -0.365
H -3.063 0.166 -1.596
H -4.521 1.974 -2.352
H -3.896 2.922 -0.964
C -9.153 -0.895 -0.215
H -9.421 -0.440 0.736
H -9.322 -0.170 -1.008
H -9.799 -1.753 -0.385
H -7.432 -1.783 -1.162
```

Here are the Löwdin charges for atoms 1 to 2, given in e:
1 C -0.08
2 H 0.08

Which of these has the lowest calculated total energy?
C25H30N3O2PbS4Sb2